Entry 1:
{
  "formula": "C41H36BrIN5O4Sn",
  "method": "ωB97M-V with the def2-TZVPD basis set",
  "e_tot_ev": -142709.976,
  "de_lowest_kcal_mol": 0.0,
  "e_lumo_ha": [-0.1884, -0.1883],
  "largest_force_ev_per_a": 2.27,
  "total_charge": 1,
  "symbols": ["Sn", "O", "C", "C", "C", "C", "N", "C", "C", "C", "C", "C", "C", "O", "C", "C", "N", "H", "H", "H", "H", "H", "H", "H", "H", "H", "H", "H", "H", "Br", "C", "C", "C", "C", "C", "C", "I", "H", "H", "H", "H", "C", "C", "C", "C", "C", "C", "C", "C", "N", "H", "H", "H", "H", "H", "H", "H", "H", "H", "O", "C", "N", "C", "C", "O", "N", "C", "C", "C", "C", "C", "C", "C", "C", "C", "C", "C", "C", "H", "H", "H", "H", "H", "H", "H", "H", "H", "H", "H"],
  "positions_angstrom": [[12.771, 12.639, 16.168], [11.421, 9.887, 22.698], [11.910, 11.247, 22.718], [12.044, 11.667, 21.282], [12.778, 12.808, 20.887], [13.042, 13.055, 19.561], [12.532, 12.289, 18.591], [11.726, 11.263, 18.931], [11.457, 10.929, 20.263], [11.098, 10.532, 17.843], [10.302, 9.408, 18.072], [9.667, 8.761, 17.009], [8.773, 7.570, 17.266], [8.714, 7.440, 18.723], [9.858, 9.295, 15.717], [10.731, 10.348, 15.555], [11.321, 10.941, 16.563], [11.422, 9.532, 23.623], [12.894, 11.400, 23.226], [11.188, 11.909, 23.257], [13.140, 13.447, 21.687], [13.634, 13.931, 19.268], [10.872, 10.015, 20.443], [10.251, 9.077, 19.112], [9.245, 6.681, 16.830], [7.769, 7.724, 16.814], [8.217, 6.610, 18.939], [9.310, 8.894, 14.858], [10.902, 10.792, 14.580], [11.375, 17.479, 17.903], [9.732, 17.397, 16.979], [9.254, 18.558, 16.372], [8.099, 18.596, 15.625], [7.286, 17.461, 15.572], [7.741, 16.262, 16.095], [8.963, 16.224, 16.799], [9.651, 14.361, 17.461], [9.825, 19.475, 16.498], [7.849, 19.512, 15.096], [6.289, 17.490, 15.102], [7.149, 15.332, 16.042], [14.277, 9.037, 16.423], [15.643, 9.621, 16.328], [16.754, 8.808, 16.291], [18.026, 9.372, 16.268], [18.192, 10.748, 16.300], [17.126, 11.624, 16.251], [17.379, 13.083, 16.081], [15.760, 11.072, 16.312], [14.723, 11.787, 16.480], [14.333, 7.940, 16.509], [13.758, 9.264, 15.460], [13.741, 9.495, 17.254], [16.613, 7.717, 16.246], [18.915, 8.746, 16.222], [19.188, 11.171, 16.342], [18.468, 13.269, 16.015], [16.976, 13.672, 16.918], [16.844, 13.478, 15.184], [12.947, 9.908, 13.399], [12.741, 11.055, 13.040], [12.711, 11.458, 11.716], [12.557, 12.862, 11.553], [12.487, 13.279, 13.038], [12.434, 14.432, 13.415], [12.522, 12.190, 13.846], [13.705, 13.575, 10.859], [14.967, 12.977, 10.764], [16.051, 13.666, 10.236], [15.930, 15.020, 9.921], [14.700, 15.664, 10.119], [13.608, 14.957, 10.601], [11.227, 13.266, 10.848], [11.083, 13.353, 9.461], [9.829, 13.605, 8.863], [8.715, 13.846, 9.672], [8.879, 13.824, 11.057], [10.091, 13.494, 11.628], [12.854, 10.786, 10.977], [15.127, 11.959, 11.127], [16.990, 13.150, 10.062], [16.779, 15.637, 9.596], [14.609, 16.751, 9.914], [12.667, 15.503, 10.780], [11.982, 13.253, 8.847], [9.775, 13.629, 7.755], [7.729, 14.058, 9.233], [8.037, 14.099, 11.720], [10.176, 13.498, 12.723]]
}



Entry 2:
{
  "formula": "C41H36ClNNbO12",
  "method": "ωB97M-V with the def2-TZVPD basis set",
  "e_tot_ev": -83218.777,
  "de_lowest_kcal_mol": 85.2,
  "e_lumo_ha": -0.0287,
  "largest_force_ev_per_a": 5.72,
  "total_charge": -1,
  "symbols": ["C", "C", "Nb", "C", "Cl", "C", "C", "N", "H", "H", "H", "H", "H", "H", "H", "H", "H", "H", "H", "H", "C", "C", "C", "O", "C", "C", "C", "O", "H", "H", "H", "H", "C", "C", "C", "O", "C", "C", "C", "O", "H", "H", "H", "H", "C", "C", "C", "O", "C", "C", "C", "O", "H", "H", "H", "H", "C", "C", "C", "O", "C", "C", "C", "O", "H", "H", "H", "H", "C", "C", "C", "O", "C", "C", "C", "O", "H", "H", "H", "H", "C", "C", "C", "O", "C", "C", "C", "O", "H", "H", "H", "H"],
  "positions_angstrom": [[-3.488, 2.713, -2.929], [-2.552, 1.597, -2.503], [-0.862, 2.292, -1.067], [0.766, 3.052, 0.344], [-2.437, 1.942, 0.853], [0.512, 2.353, -2.903], [1.449, 3.700, -2.987], [0.843, 4.930, -3.264], [-3.671, 2.997, -4.056], [-3.978, 3.306, -2.016], [-2.690, 0.476, -2.844], [-1.367, 4.013, -1.316], [-0.286, 0.582, -0.799], [0.754, 2.347, 1.293], [1.841, 2.978, -0.136], [0.478, 4.173, 0.616], [1.176, 1.378, -2.892], [-0.141, 2.300, -3.901], [2.618, 3.645, -2.806], [1.607, 5.667, -3.276], [2.432, -1.894, 4.321], [2.301, -1.780, 2.996], [1.339, -0.832, 2.400], [1.217, -0.728, 1.187], [0.528, -0.015, 3.324], [0.659, -0.129, 4.650], [1.621, -1.077, 5.246], [1.743, -1.181, 6.458], [3.133, -2.584, 4.775], [2.889, -2.371, 2.304], [-0.173, 0.675, 2.871], [0.071, 0.462, 5.341], [-5.386, 8.294, -4.163], [-5.512, 7.228, -3.366], [-4.461, 6.193, -3.300], [-4.575, 5.216, -2.573], [-3.265, 6.383, -4.145], [-3.140, 7.450, -4.942], [-4.191, 8.484, -5.008], [-4.076, 9.461, -5.735], [-6.148, 9.061, -4.224], [-6.382, 7.074, -2.739], [-2.503, 5.616, -4.084], [-2.270, 7.603, -5.568], [-8.897, 4.255, -0.352], [-9.022, 3.189, 0.445], [-7.971, 2.155, 0.511], [-8.086, 1.178, 1.238], [-6.776, 2.345, -0.334], [-6.651, 3.411, -1.131], [-7.702, 4.446, -1.197], [-7.587, 5.423, -1.924], [-9.659, 5.023, -0.413], [-9.893, 3.036, 1.071], [-6.014, 1.578, -0.273], [-5.780, 3.565, -1.758], [4.296, -5.926, 1.915], [4.339, -7.216, 2.263], [4.695, -7.627, 3.635], [4.737, -8.807, 3.954], [4.998, -6.558, 4.608], [4.954, -5.269, 4.260], [4.599, -4.857, 2.887], [4.557, -3.677, 2.568], [4.038, -5.607, 0.912], [4.119, -8.011, 1.561], [5.256, -6.877, 5.611], [5.175, -4.473, 4.961], [-0.772, -8.407, -0.137], [0.386, -8.554, 0.516], [1.677, -8.279, -0.144], [2.737, -8.415, 0.452], [1.641, -7.834, -1.552], [0.483, -7.687, -2.204], [-0.808, -7.962, -1.544], [-1.868, -7.826, -2.140], [-1.728, -8.605, 0.332], [0.429, -8.878, 1.548], [2.597, -7.636, -2.021], [0.440, -7.363, -3.237], [7.164, 0.677, 0.337], [6.064, 1.274, 0.808], [5.206, 0.614, 1.812], [4.198, 1.159, 2.242], [5.610, -0.728, 2.276], [6.709, -1.324, 1.804], [7.568, -0.665, 0.801], [8.575, -1.209, 0.370], [7.804, 1.147, -0.400], [5.755, 2.258, 0.478], [4.969, -1.197, 3.013], [7.019, -2.309, 2.134]]
}



Entry 3:
{
  "formula": "C41H36IrN5O4P2",
  "method": "ωB97M-V with the def2-TZVPD basis set",
  "e_tot_ev": -80145.425,
  "de_lowest_kcal_mol": 111.6,
  "e_lumo_ha": -0.2865,
  "largest_force_ev_per_a": 2.41,
  "total_charge": 2,
  "symbols": ["Ir", "N", "C", "N", "C", "N", "N", "C", "C", "C", "C", "C", "C", "N", "C", "C", "C", "C", "C", "C", "H", "H", "H", "H", "H", "H", "H", "H", "H", "H", "H", "O", "P", "C", "P", "O", "C", "C", "C", "C", "C", "C", "C", "C", "C", "C", "C", "C", "C", "C", "C", "C", "C", "C", "C", "C", "C", "C", "C", "C", "H", "H", "H", "H", "H", "H", "H", "H", "H", "H", "H", "H", "H", "H", "H", "H", "H", "H", "H", "H", "H", "H", "C", "C", "O", "O", "H", "H", "H"],
  "positions_angstrom": [[0.375, 0.112, 0.107], [-0.468, -3.732, -1.418], [-0.885, -2.530, -0.803], [0.230, -1.772, -0.285], [1.228, -2.512, 0.368], [2.108, -1.908, 1.125], [1.870, -0.576, 1.139], [2.545, 0.218, 1.886], [2.262, 1.626, 1.695], [2.879, 2.611, 2.445], [2.636, 3.936, 2.140], [1.830, 4.237, 1.061], [1.227, 3.202, 0.359], [1.386, 1.917, 0.693], [1.318, -3.932, 0.170], [2.285, -4.713, 0.825], [2.403, -6.048, 0.536], [1.563, -6.621, -0.425], [0.608, -5.873, -1.079], [0.470, -4.519, -0.779], [-1.172, -4.194, -1.973], [-1.461, -1.933, -1.503], [3.309, -0.159, 2.552], [3.545, 2.330, 3.249], [3.100, 4.727, 2.713], [1.680, 5.263, 0.754], [-0.269, 2.661, -0.957], [2.930, -4.240, 1.552], [3.142, -6.654, 1.040], [1.660, -7.674, -0.659], [-0.040, -6.326, -1.819], [-1.443, 0.429, -0.998], [-2.738, 1.223, -1.119], [-3.156, 1.838, 0.498], [-1.579, 2.210, 1.391], [-0.726, 0.879, 1.643], [-2.042, 2.936, 2.974], [-2.996, 3.950, 3.028], [-3.316, 4.530, 4.245], [-2.677, 4.113, 5.406], [-1.718, 3.114, 5.351], [-1.392, 2.526, 4.135], [0.487, 3.484, -0.926], [-0.261, 4.741, -0.948], [-0.130, 5.629, -1.967], [0.762, 5.339, -3.015], [1.511, 4.152, -3.074], [1.380, 3.245, -2.071], [-4.104, 0.233, -1.699], [-4.550, -0.817, -0.896], [-5.582, -1.629, -1.331], [-6.175, -1.395, -2.564], [-5.736, -0.353, -3.367], [-4.701, 0.464, -2.940], [-2.611, 2.580, -2.297], [-1.731, 2.416, -3.366], [-1.738, 3.319, -4.420], [-2.620, 4.393, -4.408], [-3.492, 4.566, -3.340], [-3.497, 3.658, -2.292], [-3.735, 1.077, 1.034], [-3.780, 2.731, 0.442], [-3.497, 4.290, 2.128], [-4.065, 5.309, 4.290], [-2.932, 4.567, 6.354], [-1.226, 2.786, 6.257], [-0.654, 1.735, 4.086], [-0.929, 4.925, -0.113], [-0.693, 6.551, -1.985], [0.875, 6.064, -3.813], [2.180, 3.978, -3.906], [1.932, 2.311, -2.072], [-4.081, -1.008, 0.063], [-5.916, -2.454, -0.717], [-6.983, -2.031, -2.900], [-6.199, -0.176, -4.329], [-4.363, 1.272, -3.574], [-1.070, 1.556, -3.389], [-1.079, 3.166, -5.266], [-2.644, 5.084, -5.241], [-4.192, 5.391, -3.340], [-4.226, 3.775, -1.499], [-3.616, -3.772, 1.362], [-2.885, -3.426, 0.104], [-3.247, -3.680, -1.017], [-1.722, -2.782, 0.363], [-4.637, -4.055, 1.126], [-3.589, -2.944, 2.070], [-3.114, -4.618, 1.834]]
}